DFT (ωB97M-V/def2-TZVPD) results for one molecule with the formula C4H6N2S2 at a distorted geometry.

Summary:
**Structure (SMILES)**: C/C(=N/C=S)NC=S
**Kohn-Sham gap**: 7.632 eV
**Energy above the lowest of the compared OMol25 structures with the same formula, charge and spin**: 316.5 kJ/mol
**HOMO**: -8.37 eV
**Lowest unoccupied orbital energy**: -0.7 eV

Bonds (Å) are listed after each position.
Positions of all 14 atoms, in Å:
1 S -2.702 -1.237 -0.388  C5 1.758
2 S 2.139 2.211 0.123  C7 1.592
3 N -0.107 0.605 0.336  C6 1.329, C7 1.412, H10 1.076
4 N -0.277 -1.641 0.223  C5 1.327, C6 1.334
5 C -1.489 -1.917 0.688  S1 1.758, N4 1.327, H9 1.067
6 C 0.451 -0.549 -0.017  N3 1.329, N4 1.334, C8 1.517
7 C 0.602 1.797 0.076  S2 1.592, N3 1.412, H14 1.014
8 C 1.802 -0.602 -0.705  C6 1.517, H11 1.200, H12 1.215, H13 1.044
9 H -1.664 -2.287 1.673  C5 1.067
10 H -1.144 0.478 0.594  N3 1.076
11 H 1.692 0.202 -1.590  C8 1.200
12 H 2.530 -0.102 0.130  C8 1.215
13 H 2.129 -1.569 -0.922  C8 1.044
14 H -0.041 2.572 0.195  C7 1.014

Quick look at the Löwdin charges, all values in e:
1 S 0.485
2 S 0.754
3 N 0.035
4 N -0.010
5 C -0.586
6 C -0.410
7 C -0.645
8 C -0.060
9 H 0.054
10 H 0.130
11 H 0.119
12 H 0.070
13 H 0.049
14 H 0.016